No. 1
Entry from the Open Molecules 2025 dataset: C38H36I2N6O3TeTi as an isolated structure (ωB97M-V/def2-TZVPD).

Structure (XYZ):
```
87
Properties=species:S:1:pos:R:3:mulliken_charge:R:1
Ti 0.13782 -0.47791 -0.26953 -1.06
I 4.91032 0.45247 5.46748 0.06
C 3.30630 0.34373 4.13675 -0.69
C 2.13533 -0.28597 4.52155 -0.12
C 1.07025 -0.34448 3.63333 -0.26
I -0.68862 -1.29928 4.20189 0.05
C 1.15083 0.22822 2.36395 -0.59
O 0.12059 0.23175 1.52255 -0.19
C 2.35210 0.85030 1.99286 1.20
C 2.39090 1.52944 0.65704 -1.73
N 2.05207 0.62376 -0.45040 0.03
C 3.10346 -0.34433 -0.80424 -1.14
C 2.71416 -1.75650 -0.42504 0.73
C 3.53258 -2.79801 -0.67940 -1.19
C 3.12380 -4.12080 -0.24695 -0.58
C 1.94362 -4.31119 0.34432 -1.17
C 0.96035 -3.19270 0.51780 0.26
N 1.48539 -1.86129 0.17282 1.68
C 3.41910 0.90348 2.87162 -0.44
H 2.04465 -0.73090 5.50250 0.52
H 1.64590 2.33251 0.63880 0.04
H 3.37557 1.98011 0.49554 0.41
H 1.81130 1.21281 -1.25546 0.61
H 3.27450 -0.29752 -1.88066 0.49
H 4.03982 -0.07495 -0.30917 0.64
H 4.49784 -2.63348 -1.13826 0.48
H 3.80730 -4.95188 -0.37504 0.39
H 1.65115 -5.28644 0.71320 0.50
H 0.58784 -3.17437 1.55186 -0.21
H 4.33562 1.39598 2.57068 0.52
C -3.35547 1.26920 -1.94919 -1.07
C -2.71540 0.57462 -0.78920 0.48
O -1.50135 0.74265 -0.56597 -0.04
N -3.44199 -0.20708 -0.00898 -0.01
C -2.84907 -0.91257 1.13134 -0.48
C -2.17222 -2.19343 0.71493 1.01
C -2.72752 -3.36960 1.08423 -1.05
C -2.18212 -4.60777 0.56513 -0.53
C -1.07358 -4.58511 -0.17379 -1.11
C -0.30642 -3.31523 -0.37532 1.57
N -1.06724 -2.07934 -0.09638 0.86
H -3.04433 2.31366 -1.93461 0.14
H -4.44109 1.19817 -1.93914 0.49
H -2.96711 0.81874 -2.86430 0.21
H -4.39613 -0.39935 -0.26388 0.27
H -3.64964 -1.13747 1.83177 0.55
H -2.15456 -0.22812 1.61725 -0.51
H -3.61561 -3.37386 1.70081 0.39
H -2.71103 -5.53659 0.74175 0.41
H -0.67132 -5.48667 -0.61849 0.46
H 0.06439 -3.26303 -1.40514 -0.92
O 0.37021 -0.54525 -2.13574 0.95
C 0.38703 -0.45861 -3.44803 -0.36
C 0.56843 -1.61132 -4.22360 -0.72
C 0.56976 -1.54505 -5.60277 -0.76
C 0.38860 -0.32787 -6.25301 -0.99
C 0.21108 0.81546 -5.49646 -0.62
C 0.20572 0.77405 -4.10062 0.36
C -0.01724 2.00395 -3.33116 -0.01
N 0.56615 2.37322 -2.21099 -0.22
C 0.01138 3.58202 -1.86661 -0.66
C -0.91476 3.95506 -2.79118 -0.81
N -0.92373 2.94147 -3.72101 0.08
H 0.71094 -2.55110 -3.70574 0.45
H 0.71742 -2.44985 -6.17878 0.47
H 0.40141 -0.27172 -7.33284 0.40
H 0.10564 1.77349 -5.99364 0.50
H 0.30373 4.10434 -0.97090 0.54
H -1.54458 4.82257 -2.87452 0.46
H -1.51349 2.87368 -4.53157 0.26
C 0.11572 2.98970 3.78946 -0.37
Te -1.37428 3.02339 2.25095 0.30
C -2.05379 4.82813 3.19498 -1.16
C -1.03537 5.17788 4.25075 0.53
C -1.12389 6.37674 4.95695 -0.61
C -0.19657 6.69216 5.93425 -0.55
C 0.83445 5.80480 6.22090 -0.59
C 0.92845 4.61247 5.52543 -0.66
C -0.00015 4.29171 4.53590 0.29
H 1.10030 2.87914 3.34201 0.16
H -0.05353 2.13478 4.44243 0.33
H -3.03585 4.66334 3.63684 0.42
H -2.14118 5.62139 2.45412 0.45
H -1.92952 7.06662 4.73334 0.43
H -0.27537 7.62753 6.47310 0.39
H 1.56293 6.04434 6.98467 0.40
H 1.73050 3.91678 5.74552 0.54
```

Values from the calculation:
Gap between HOMO and LUMO, eV: 6.4338
Relative energy (zero: lowest compared OMol25 entry of this formula, charge and spin), eV: 0.4055
Highest occupied orbital energy, eV: -6.368
Calculated total energy, Eh: -3736.94328
LUMO energy, hartree: 0.0024

***

No. 2
Entry from the Open Molecules 2025 dataset: C38H36N3O5P2S2Tc as an isolated structure (ωB97M-V/def2-TZVPD).

Structure (XYZ):
```
87
Properties=species:S:1:pos:R:3:lowdin_spin:R:1
Tc -1.28834 -1.05331 0.79635 0.97
C -0.78298 -4.95506 1.67979 0.00
C 0.06922 -3.72179 1.78196 0.00
O -0.49831 -2.64775 2.13581 0.02
C 1.45483 -3.83511 1.50728 0.00
C 2.31270 -2.74319 1.51058 0.00
C 3.67651 -2.77924 0.90042 0.00
N 1.91081 -1.62252 2.10872 0.00
N 1.55780 0.58751 2.76370 0.00
C 0.51091 1.39211 2.20637 0.01
O -0.38607 0.64060 1.67133 0.06
C 0.52486 2.76910 2.28619 0.02
C 1.38871 3.39824 3.24677 0.00
C 1.35448 4.67815 3.67482 0.00
C 0.39369 5.73845 3.39073 0.00
C -0.73669 5.73526 2.67477 0.00
C -1.30862 4.61399 1.85482 0.04
H -1.81643 -4.66230 1.51635 0.00
H -0.71419 -5.49818 2.62600 0.00
H -0.43935 -5.61932 0.88747 0.00
H 1.83116 -4.78953 1.16885 0.00
H 3.84482 -3.72099 0.38505 0.00
H 4.42891 -2.65065 1.68087 0.00
H 3.80050 -1.96303 0.18603 0.00
H 2.11981 2.76502 3.73594 0.00
H 2.10844 4.95283 4.40436 0.00
H 0.62430 6.67393 3.89190 0.00
H -1.31137 6.65635 2.65912 0.00
H -1.75256 5.08377 0.96353 0.01
N 0.01245 0.49487 -1.54714 0.00
P 0.81455 -0.74570 -0.66725 0.00
C 2.06102 0.14572 0.34835 0.00
C 2.62620 1.29029 -0.07630 0.00
C 3.52381 2.08169 0.73257 0.00
C 3.75492 1.75873 2.00937 0.00
C 3.01800 0.67247 2.66299 0.00
C 2.18836 -0.25400 1.77974 0.00
C 1.82022 -1.59227 -1.92633 0.00
C 2.66104 -0.88168 -2.78144 0.00
C 3.43793 -1.54709 -3.71672 0.00
C 3.39383 -2.93285 -3.79269 0.00
C 2.56382 -3.64725 -2.94125 0.00
C 1.77331 -2.97918 -2.01800 0.00
P -1.58313 0.62505 -0.95779 0.00
C -2.60155 0.73780 -2.44990 0.00
C -2.29979 -0.01725 -3.58073 0.00
C -3.07117 0.11043 -4.72446 0.00
C -4.15517 0.97509 -4.74412 0.00
C -4.46156 1.72662 -3.61871 0.00
C -3.68358 1.61648 -2.47742 0.00
C -1.76054 2.18322 -0.03676 0.01
C -2.90814 2.17547 0.80822 0.31
C -3.14518 2.87965 2.00739 0.01
C -2.43458 3.90509 2.54318 0.26
C -0.20859 3.68397 1.30778 0.04
C -0.60983 2.88143 0.11687 0.23
H 0.22750 0.70037 -2.51445 0.00
H 2.41787 1.63755 -1.08214 0.00
H 4.03885 2.91606 0.27450 0.00
H 4.49444 2.28964 2.59480 0.00
H 3.48315 0.23826 3.54114 0.00
H 1.00940 -1.70069 2.57032 0.00
H 2.72025 0.19856 -2.72053 0.00
H 4.08119 -0.98543 -4.38156 0.00
H 4.00353 -3.45404 -4.51941 0.00
H 2.51978 -4.72691 -3.00680 0.00
H 1.10164 -3.52752 -1.37204 0.00
H -1.48906 -0.73225 -3.55697 0.00
H -2.83207 -0.48286 -5.59739 0.00
H -4.76180 1.06399 -5.63619 0.00
H -5.30180 2.40841 -3.63035 0.00
H -3.91120 2.23071 -1.61647 0.00
H -3.65395 1.42172 0.57812 0.01
H -3.99903 2.52555 2.57595 -0.01
H -2.73719 4.28219 3.51289 0.01
H 0.57971 4.36832 0.96965 0.01
H 0.20127 2.65922 -0.56528 0.01
C -2.42327 -4.70728 -1.73180 0.00
S -2.28089 -2.94019 -1.61680 0.00
O -1.08999 -2.54463 -2.34979 0.00
O -3.52326 -2.37953 -2.07403 0.00
O -2.07811 -2.73659 -0.13990 0.03
H -2.94950 -4.93117 -2.65596 0.00
H -2.99628 -5.06188 -0.87892 0.00
H -1.42776 -5.14454 -1.74412 0.00
S -4.18344 -0.78901 2.50373 -0.05
C -2.84423 -0.86625 1.71455 -0.05
```

Values from the calculation:
Gap between HOMO and LUMO (spin up / spin down), eV: 6.2310 / 6.0348
Relative energy (zero: lowest compared OMol25 entry of this formula, charge and spin), eV: 4.5250
Highest occupied orbital energy (spin up / spin down), eV: -6.476 / -6.515
Calculated total energy, Eh: -3569.88423
LUMO energy (spin up / spin down), hartree: -0.0090 / -0.0177
⟨S²⟩: 2.0629
Spin multiplicity: 3

***

No. 3
Entry from the Open Molecules 2025 dataset: C38H37MgN3PSSe as an isolated structure in a non-equilibrium geometry (ωB97M-V/def2-TZVPD).

Structure (XYZ):
```
82
Properties=species:S:1:pos:R:3:mulliken_charge:R:1
Mg -0.70794 -0.24335 0.78330 0.71
C 1.64810 1.25261 -4.55479 -1.49
C 1.68502 -0.31010 -4.72058 2.28
C 0.34707 -0.90463 -5.06795 -1.23
C 2.67296 -0.61090 -5.85698 -2.20
C 2.13880 -0.91672 -3.36699 0.31
C 3.35628 -1.63965 -3.26595 -0.57
C 3.89966 -1.97052 -2.02716 -1.20
C 3.12736 -1.75385 -0.90424 0.44
S 3.35563 -2.12936 0.80668 -0.33
C 1.78674 -1.52221 1.17884 1.02
N 1.18268 -0.91746 0.18687 0.76
C 1.88041 -1.05517 -1.02136 -2.10
C 1.46140 -0.55085 -2.23698 0.56
C 1.17995 -1.55841 2.51932 0.87
C 1.90549 -2.08812 3.54107 -0.92
C 1.37136 -2.04092 4.82846 -0.71
C 0.09275 -1.49487 5.07483 -0.95
C -0.51781 -0.89712 4.00210 -0.22
C -0.07895 -0.93860 2.66009 -0.70
H 1.35344 1.81582 -5.46532 0.41
H 2.58880 1.65725 -4.26806 0.40
H 0.90515 1.55085 -3.76440 0.27
H 0.02872 -0.48458 -6.01839 0.49
H -0.41891 -0.58626 -4.29476 -0.12
H 0.36125 -1.97842 -5.15101 0.40
H 2.25877 -0.14792 -6.75914 0.46
H 2.73195 -1.66874 -6.13524 0.44
H 3.64655 -0.13847 -5.67185 0.46
H 3.85580 -1.95714 -4.14590 0.58
H 4.86943 -2.50000 -1.94787 0.38
H 0.54967 0.06374 -2.27321 0.34
H 2.89195 -2.55806 3.41251 0.41
H 1.97736 -2.45627 5.61631 0.42
H -0.38504 -1.46519 6.05740 0.45
H -1.52604 -0.55360 4.13321 0.36
C -3.83783 -2.37684 -0.27585 -1.70
P -3.15569 -0.77617 0.02060 1.18
C -3.74414 -0.24015 1.63375 0.35
C -3.34189 1.08610 1.94288 0.05
C -3.87629 1.74975 3.05672 -0.63
C -4.72630 1.11864 3.88465 -0.58
C -5.15181 -0.20606 3.55439 -0.79
C -4.64063 -0.93891 2.47662 -0.84
C -4.09956 0.21899 -1.20448 0.26
C -3.53775 0.25112 -2.51013 -0.27
C -4.27146 0.71085 -3.57061 -0.56
C -5.59961 1.07067 -3.35382 -0.43
C -6.15827 1.13077 -2.07615 -0.62
C -5.36738 0.75973 -0.97821 -0.30
H -3.28354 -3.20386 0.20024 0.36
H -3.88880 -2.52213 -1.33804 0.47
H -4.88574 -2.45121 -0.03589 0.57
H -2.64947 1.67779 1.28916 0.11
H -3.52968 2.79534 3.23157 0.38
H -5.10876 1.61679 4.73157 0.49
H -5.81840 -0.68269 4.20191 0.48
H -4.95446 -1.88226 2.11087 0.50
H -2.56168 -0.14708 -2.73921 0.18
H -3.96219 0.74345 -4.63343 0.37
H -6.11371 1.44133 -4.19895 0.41
H -7.23062 1.45489 -1.88786 0.32
H -5.76780 0.71412 0.01137 0.44
C 3.16454 2.13800 -0.44104 -1.04
N 2.74382 1.87379 0.92767 0.48
C 1.43721 2.04818 1.39958 -0.39
Se -0.05317 2.31271 0.38975 -0.23
N 1.48520 1.93069 2.72062 0.25
C 2.79051 1.61287 3.14036 0.16
C 3.31764 1.22475 4.39962 -0.71
C 4.66578 0.97252 4.49136 -0.68
C 5.42589 0.96103 3.30791 -0.49
C 4.93848 1.26737 2.10909 -0.99
C 3.58568 1.58301 2.00768 0.85
H 2.28865 2.03322 -1.05947 0.22
H 3.88949 1.35349 -0.78427 0.30
H 3.54887 3.15777 -0.55704 0.32
H 0.66806 1.88526 3.30092 0.38
H 2.75313 1.38227 5.30347 0.49
H 5.16417 0.84199 5.44565 0.46
H 6.49906 0.76271 3.26949 0.38
H 5.47459 1.24257 1.20208 0.55
```

Values from the calculation:
Gap between HOMO and LUMO, eV: 8.2799
Relative energy (zero: lowest compared OMol25 entry of this formula, charge and spin), eV: 0.5752
Highest occupied orbital energy, eV: -10.711
Calculated total energy, Eh: -4975.46396
LUMO energy, hartree: -0.0894
Charge: +1